{
  "formula": "C36H44InN4O4S",
  "method": "ωB97M-V/def2-TZVPD",
  "e_homo_ev": -3.35,
  "total_charge": -1,
  "relative_energy_kj_mol": 0.0,
  "spin_multiplicity": 1,
  "gap_ev": 5.3,
  "lumo_ev": 1.921,
  "elements": ["In", "C", "C", "C", "C", "C", "C", "C", "N", "C", "C", "C", "C", "C", "C", "C", "C", "C", "C", "N", "C", "C", "C", "N", "C", "C", "C", "C", "C", "C", "C", "C", "C", "C", "C", "C", "C", "C", "N", "C", "C", "H", "H", "H", "H", "H", "H", "H", "H", "H", "H", "H", "H", "H", "H", "H", "H", "H", "H", "H", "H", "H", "H", "H", "H", "H", "H", "H", "H", "H", "H", "H", "H", "H", "H", "H", "H", "H", "H", "H", "H", "H", "H", "H", "H", "O", "S", "O", "O", "O"],
  "coordinates": [[-0.155, -0.159, 0.058], [4.948, -2.896, 2.873], [4.959, -2.234, 1.492], [3.598, -2.216, 0.871], [3.056, -3.123, 0.004], [3.705, -4.343, -0.574], [3.361, -5.626, 0.190], [1.712, -2.679, -0.279], [1.473, -1.517, 0.416], [2.587, -1.214, 1.124], [2.696, -0.170, 2.038], [1.675, 0.687, 2.438], [1.737, 1.602, 3.555], [2.905, 1.727, 4.482], [2.923, 0.556, 5.472], [0.511, 2.196, 3.654], [-0.321, 1.632, 2.618], [-1.663, 1.894, 2.451], [-2.530, 1.365, 1.483], [-2.151, 0.432, 0.560], [-3.142, 0.315, -0.337], [-2.882, -0.301, -1.667], [-2.214, -1.630, -1.628], [-1.053, -1.787, -0.981], [-0.507, -2.975, -1.371], [0.805, -3.360, -1.058], [-1.418, -3.636, -2.236], [-2.500, -2.773, -2.398], [-3.793, -3.039, -3.101], [-4.777, -3.652, -2.099], [-1.214, -4.984, -2.854], [-1.315, -6.108, -1.819], [-4.241, 1.109, 0.037], [-3.853, 1.789, 1.193], [-4.596, 2.891, 1.884], [-5.200, 2.495, 3.235], [-5.564, 1.149, -0.664], [-6.510, 0.068, -0.130], [0.429, 0.727, 1.904], [0.065, 3.228, 4.643], [-0.812, 2.637, 5.749], [5.932, -2.839, 3.338], [4.665, -3.944, 2.791], [4.225, -2.401, 3.517], [5.652, -2.774, 0.842], [5.328, -1.209, 1.586], [4.791, -4.212, -0.565], [3.392, -4.458, -1.615], [3.678, -5.550, 1.227], [3.868, -6.479, -0.262], [2.288, -5.802, 0.173], [3.649, -0.062, 2.537], [2.851, 2.668, 5.037], [3.842, 1.730, 3.917], [2.024, 0.565, 6.084], [3.791, 0.614, 6.129], [2.950, -0.384, 4.926], [-2.089, 2.651, 3.097], [-3.817, -0.385, -2.233], [1.163, -4.258, -1.544], [-3.642, -3.725, -3.938], [-4.209, -2.110, -3.500], [-4.363, -4.569, -1.683], [-5.735, -3.881, -2.564], [-4.938, -2.957, -1.277], [-0.226, -5.030, -3.324], [-1.959, -5.153, -3.637], [-0.602, -5.942, -1.015], [-1.107, -7.076, -2.278], [-2.314, -6.137, -1.387], [-5.398, 3.243, 1.231], [-3.914, 3.734, 2.036], [-5.950, 1.718, 3.106], [-5.673, 3.359, 3.702], [-4.433, 2.117, 3.905], [-5.412, 0.990, -1.734], [-6.030, 2.130, -0.537], [-6.075, -0.918, -0.289], [-7.478, 0.112, -0.632], [-6.669, 0.205, 0.938], [-0.494, 4.008, 4.122], [0.939, 3.696, 5.101], [-1.676, 2.136, 5.318], [-1.156, 3.422, 6.422], [-0.248, 1.908, 6.327], [-0.654, 1.991, -0.950], [-0.667, 1.270, -2.219], [-2.106, 0.627, -2.493], [0.343, 0.200, -2.134], [-0.517, 2.107, -3.368]],
  "mulliken_charge": [1.54, -0.90, -1.19, 0.63, 1.14, -1.22, -0.94, -0.47, -0.60, 0.28, -0.98, 0.29, 0.36, -1.07, -0.99, 1.11, -0.23, -0.30, -0.37, -0.24, -0.22, -0.14, -0.37, -0.26, -0.25, -0.11, 0.79, 0.62, -1.14, -1.07, -1.11, -1.01, 0.79, 1.21, -1.35, -1.04, -1.25, -0.89, -0.61, -1.13, -1.00, 0.37, 0.22, 0.14, 0.39, 0.39, 0.37, 0.41, 0.21, 0.37, 0.20, 0.28, 0.40, 0.38, 0.23, 0.39, 0.18, 0.43, 0.40, 0.33, 0.45, 0.43, 0.19, 0.43, 0.17, 0.37, 0.26, 0.20, 0.38, 0.28, 0.26, 0.37, 0.29, 0.39, 0.20, 0.37, 0.43, 0.05, 0.44, 0.21, 0.40, 0.35, 0.23, 0.36, 0.26, -0.60, 1.23, -0.43, -0.62, -0.77]
}